The following is a DFT calculation (wB97M-V/def2-TZVPD) of 2 unconnected molecules or ions with the total composition CH5N3S2 at a distorted geometry.

The geometry in XYZ format:
```
11
CH5N3S2 wB97M-V/def2-TZVPD
C -0.725 0.559 -0.676
N 0.728 0.937 1.890
N -0.131 -1.554 -2.033
N 0.779 -0.235 1.314
S -0.750 2.053 -0.074
S -0.964 -0.048 -2.156
H 1.564 1.448 1.852
H -0.094 1.473 1.934
H 0.528 -1.478 -1.290
H -0.773 -2.349 -2.235
H -0.161 -0.806 1.474
```

* total energy: -1001.574894 Ha
* orbital gap (alpha / beta): 7.79 / 7.08 eV
* energy relative to the best compared isomer or geometry (same formula, charge and spin): 373.78 kJ/mol
* maximum force: 3.04 eV Å⁻¹

Results of the natural (NBO) charge analysis, in e, for atoms 1 through 8: -0.5927, -0.5072, -1.0086, -0.4069, 0.0133, 0.6190, 0.3707, 0.3742

=====

The following is a DFT calculation (wB97M-V/def2-TZVPD) of a gas-phase ion, C11H23N2 (charge +1) at a distorted geometry.

The geometry in XYZ format:
```
36
C11H23N2 wB97M-V/def2-TZVPD
C 2.353 0.236 -0.837
C 1.577 -0.679 -1.648
C 1.842 -0.800 1.554
C -0.252 -1.774 0.514
C 2.145 0.309 0.699
C -0.666 -0.578 -0.347
C 2.252 1.650 1.187
C -1.388 1.777 -0.060
C -2.523 -0.073 1.190
C -2.835 0.156 -1.240
C -1.828 0.322 -0.049
N 0.075 -0.464 -1.655
N 1.213 -1.828 0.727
H 3.426 0.066 -1.147
H 2.222 1.275 -1.199
H 1.763 -0.476 -2.671
H 1.618 -1.719 -1.463
H 2.795 -1.343 1.832
H 1.353 -0.312 2.348
H -0.817 -1.637 1.430
H -0.500 -2.679 0.002
H 2.921 2.336 0.594
H 2.683 1.491 2.148
H 1.224 2.197 1.248
H -1.995 2.266 0.655
H -1.582 2.306 -1.012
H -0.386 1.894 0.281
H -3.594 0.402 1.223
H -2.542 -1.132 1.295
H -2.065 0.208 2.116
H -2.469 0.498 -2.236
H -3.821 0.473 -0.773
H -3.043 -0.926 -1.333
H 0.022 0.395 -2.081
H -0.440 -1.048 -2.393
H 1.260 -2.787 1.099
```

* total energy: -542.010840 Ha
* orbital gap (alpha / beta): 6.94 / 9.06 eV
* energy relative to the best compared isomer or geometry (same formula, charge and spin): 566.57 kJ/mol
* total charge: +1
* maximum force: 4.70 eV Å⁻¹

Results of the natural (NBO) charge analysis, in e, for atoms 1 through 8: -0.5008, -0.1877, -0.3147, -0.3217, 0.1494, 0.3207, -0.6852, -0.6158

=====

The following is a DFT calculation (wB97M-V/def2-TZVPD) of C10H14IN3 in the gas phase at a distorted geometry.

The geometry in XYZ format:
```
28
C10H14IN3 wB97M-V/def2-TZVPD
C -1.770 2.795 0.161
C -0.018 0.908 -0.321
C -0.898 0.824 0.747
C 0.034 2.066 -1.043
C 0.318 -1.207 0.920
C -0.686 -0.252 1.747
C 0.991 -0.382 -0.183
C -1.863 -1.019 2.440
C 1.516 -2.444 -1.475
C 0.893 -1.051 -1.542
N -1.857 1.814 1.021
N -0.941 2.990 -0.825
N 0.926 2.434 -1.931
I 3.044 0.342 0.289
H -2.569 3.632 0.384
H 0.970 -1.768 1.475
H -0.309 -1.854 0.389
H -0.027 0.363 2.536
H -2.248 -1.905 1.780
H -2.764 -0.471 2.681
H -1.338 -1.233 3.444
H 0.730 -3.153 -0.990
H 2.325 -2.309 -0.783
H 1.814 -2.612 -2.468
H -0.213 -1.149 -1.741
H 1.395 -0.423 -2.223
H 1.693 1.781 -2.066
H 0.854 3.284 -2.424
```

* total energy: -851.375451 Ha
* orbital gap: 9.16 eV
* energy relative to the best compared isomer or geometry (same formula, charge and spin): 20.13 kJ/mol
* maximum force: 4.85 eV Å⁻¹

Results of the natural (NBO) charge analysis, in e, for atoms 1 through 8: 0.2846, -0.2333, 0.2769, 0.4220, -0.4582, -0.2422, 0.0053, -0.6166

=====

The following is a DFT calculation (wB97M-V/def2-TZVPD) of a molecular structure, C20H64BN4O12YZr at a distorted geometry.

The geometry in XYZ format:
```
103
C20H64BN4O12YZr wB97M-V/def2-TZVPD
Zr -3.704 -2.811 0.504
Y -4.148 2.416 0.522
B -5.131 0.416 1.413
H -5.297 0.680 0.333
H -6.047 0.848 1.981
H -5.018 -0.698 1.673
H -4.262 0.972 1.865
O -1.891 1.978 0.827
C -0.967 0.963 0.688
C -1.429 -0.361 0.070
O -2.634 -0.941 0.566
H -0.450 0.746 1.637
H -0.079 1.219 0.089
H -0.679 -1.161 0.024
H -1.679 -0.198 -0.992
O -2.587 -3.459 2.192
C -1.868 -3.879 3.283
C -1.606 -2.893 4.455
O -2.649 -2.295 5.048
H -0.899 -4.276 2.966
H -2.370 -4.754 3.704
H -0.994 -2.038 4.128
H -1.049 -3.461 5.209
C 2.808 -1.139 4.335
C 2.346 -0.511 3.000
C 3.498 0.082 2.224
O 4.058 1.169 2.940
C 3.454 2.396 2.628
N 1.542 -1.476 2.222
H 2.014 -1.387 5.037
H 3.316 -0.307 4.835
H 3.589 -1.887 4.216
H 1.658 0.310 3.245
H 3.304 0.458 1.208
H 4.298 -0.643 2.049
H 2.382 2.356 2.861
H 3.589 2.642 1.566
H 3.821 3.272 3.162
H 0.818 -1.862 2.811
H 1.055 -0.876 1.558
C 1.409 5.887 -0.725
C 0.848 5.077 0.467
C 0.709 5.890 1.777
O 0.311 5.184 2.938
C -0.164 6.093 3.963
N -0.468 4.575 0.022
H 0.731 6.711 -0.938
H 1.608 5.266 -1.592
H 2.355 6.338 -0.409
H 1.444 4.172 0.606
H -0.062 6.657 1.645
H 1.655 6.404 1.984
H -0.924 5.512 4.481
H -0.603 7.051 3.678
H 0.718 6.338 4.556
H -0.645 3.583 0.196
H -1.312 4.929 0.465
C -2.105 -3.618 -4.972
C -0.718 -3.193 -4.525
C -0.141 -2.250 -5.598
O -0.157 -2.942 -6.836
C -0.018 -2.035 -7.918
N -0.843 -2.585 -3.178
H -2.050 -4.045 -5.971
H -2.777 -2.756 -5.019
H -2.556 -4.360 -4.310
H -0.002 -4.004 -4.392
H 0.919 -2.088 -5.375
H -0.689 -1.304 -5.649
H 0.916 -1.479 -7.793
H -0.836 -1.307 -7.957
H -0.007 -2.567 -8.865
H -1.188 -1.635 -3.298
H 0.062 -2.524 -2.716
C 3.275 -2.661 -0.455
C 2.255 -2.618 -1.581
C 2.729 -1.964 -2.861
O 2.996 -0.577 -2.627
C 1.876 0.222 -2.499
N 1.738 -3.948 -1.939
H 4.176 -3.234 -0.699
H 2.892 -3.228 0.391
H 3.560 -1.626 -0.272
H 1.388 -2.056 -1.212
H 1.975 -2.023 -3.656
H 3.585 -2.427 -3.353
H 2.168 1.273 -2.462
H 1.348 0.161 -1.526
H 1.051 0.064 -3.206
H 1.276 -4.409 -1.161
H 2.507 -4.593 -2.112
O -2.658 0.102 3.557
H -2.352 -0.486 2.855
H -2.299 0.967 3.330
O -1.991 -3.552 -0.734
H -1.690 -3.294 -1.662
H -1.603 -4.429 -0.573
O -3.593 1.942 -1.637
H -3.072 2.464 -2.274
H -3.956 1.203 -2.152
O -1.185 2.571 3.571
H -1.226 2.165 2.703
H -0.703 3.400 3.420
```

* total energy: -2031.618914 Ha
* orbital gap: 3.75 eV
* total charge: +2
* maximum force: 7.63 eV Å⁻¹

Results of the Mulliken charge analysis, in e, for atoms 1 through 8: 1.2325, 0.9852, 0.6251, -0.1070, -0.0316, -0.3889, -0.0724, -0.3316

=====

The following is a DFT calculation (wB97M-V/def2-TZVPD) of a molecular structure, C6H10O.

The geometry in XYZ format:
```
17
C6H10O wB97M-V/def2-TZVPD
O 2.339 -0.525 2.145
C 1.892 0.108 1.172
C 1.651 -0.793 -0.277
C 0.312 -0.541 0.109
C -0.599 0.347 -0.639
C -1.978 -0.186 -0.982
C -1.831 0.906 0.025
H 2.310 1.023 0.714
H 2.015 -0.311 -1.184
H 2.094 -1.757 -0.050
H 0.758 0.533 1.295
H -0.133 -1.214 0.842
H -0.117 0.962 -1.396
H -2.368 0.055 -1.966
H -2.231 -1.182 -0.628
H -2.130 1.911 -0.254
H -1.983 0.664 1.074
```

* total energy: -309.696627 Ha
* orbital gap (alpha / beta): 8.90 / 8.90 eV
* energy relative to the best compared isomer or geometry (same formula, charge and spin): 382.65 kJ/mol
* maximum force: 0.38 eV Å⁻¹

Results of the natural (NBO) charge analysis, in e, for atoms 1 through 8: -0.7091, 0.1427, -0.5034, -0.0154, -0.2945, -0.3853, -0.4036, 0.1820

=====

The following is a DFT calculation (wB97M-V/def2-TZVPD) of a molecular structure, C37H39BF6O4 at a distorted geometry.

The geometry in XYZ format:
```
87
C37H39BF6O4 wB97M-V/def2-TZVPD
C -5.414 1.191 -3.817
O -5.194 -0.240 -3.793
C -4.029 -0.710 -3.275
C -3.793 -2.094 -3.418
C -2.644 -2.652 -2.882
C -1.725 -1.854 -2.190
C -0.464 -2.442 -1.616
C 0.697 -2.062 -2.482
C 1.852 -2.868 -2.436
C 3.043 -2.422 -2.961
C 3.116 -1.166 -3.600
O 4.359 -0.636 -3.790
C 4.541 0.589 -4.544
C 1.915 -0.516 -3.946
C 0.729 -0.957 -3.372
C -1.957 -0.477 -2.066
C -3.111 0.115 -2.591
H -6.267 1.300 -4.492
H -5.658 1.553 -2.804
H -4.533 1.727 -4.201
H -4.528 -2.707 -3.923
H -2.437 -3.712 -3.011
H -0.509 -3.546 -1.450
H 1.797 -3.869 -1.992
H 3.963 -2.989 -2.867
H 5.624 0.671 -4.634
H 4.103 0.548 -5.554
H 4.143 1.450 -3.988
H 1.939 0.363 -4.590
H -0.164 -0.394 -3.646
H -1.198 0.159 -1.586
H -3.289 1.179 -2.466
C 3.687 1.528 1.829
C 2.252 1.843 1.493
C 1.906 3.283 1.948
C 1.770 1.450 0.017
C 1.916 2.503 -1.056
C 2.403 0.139 -0.458
O 0.333 1.264 0.174
B 0.221 1.157 1.551
C -1.109 1.338 2.293
C -1.008 1.338 3.687
C -1.953 2.018 4.407
C -1.604 2.344 5.833
F -1.223 3.658 5.959
F -2.645 2.136 6.688
F -0.547 1.584 6.274
C -3.126 2.486 3.784
C -3.326 2.172 2.431
C -4.559 2.603 1.678
F -5.198 1.505 1.144
F -5.455 3.285 2.439
F -4.225 3.419 0.615
C -2.353 1.537 1.690
C -0.316 -2.431 0.317
C -1.685 -2.129 0.878
C 0.702 -2.876 1.376
C 1.948 -3.429 1.019
C 2.911 -3.761 1.981
C 2.680 -3.484 3.338
C 1.561 -2.734 3.688
C 0.572 -2.439 2.740
O 1.399 0.987 2.291
H 4.358 2.159 1.248
H 3.882 1.713 2.885
H 3.937 0.485 1.622
H 2.648 4.017 1.625
H 0.911 3.605 1.605
H 1.860 3.291 3.047
H 2.947 2.852 -1.142
H 1.607 2.080 -2.023
H 1.261 3.349 -0.837
H 3.474 0.260 -0.637
H 2.236 -0.671 0.259
H 1.954 -0.169 -1.412
H -0.124 0.928 4.159
H -3.871 3.026 4.331
H -2.520 1.286 0.641
H 0.139 -1.407 0.040
H -1.949 -1.244 0.283
H -2.456 -2.906 0.826
H -1.693 -1.765 1.897
H 2.185 -3.479 -0.039
H 3.824 -4.273 1.690
H 3.377 -3.833 4.121
H 1.395 -2.400 4.724
H -0.215 -1.728 3.022
```

* total energy: -2358.322436 Ha
* orbital gap: 7.65 eV
* energy relative to the best compared isomer or geometry (same formula, charge and spin): 8.08 kJ/mol
* maximum force: 4.78 eV Å⁻¹

Results of the Mulliken charge analysis, in e, for atoms 1 through 8: -0.7156, -0.4884, 0.5291, -0.9446, -0.5073, 0.0783, -0.9847, 0.3737

=====

The following is a DFT calculation (wB97M-V/def2-TZVPD) of a gas-phase ion, C3H3F2O2 (charge -1) at a distorted geometry.

The geometry in XYZ format:
```
10
C3H3F2O2 wB97M-V/def2-TZVPD
C 0.243 -1.393 -0.616
C -0.597 1.059 0.126
C 0.385 -0.052 0.337
O 1.161 -2.168 -0.388
O -0.778 -1.360 -1.313
F 1.623 0.441 0.246
F 0.354 -0.425 1.686
H -1.520 0.688 0.045
H -0.562 1.866 0.786
H -0.307 1.344 -0.910
```

* total energy: -466.395470 Ha
* orbital gap: 8.39 eV
* energy relative to the best compared isomer or geometry (same formula, charge and spin): 4.63 kJ/mol
* total charge: -1
* maximum force: 4.17 eV Å⁻¹

Results of the natural (NBO) charge analysis, in e, for atoms 1 through 8: 0.7323, -0.6668, 0.5641, -0.7289, -0.7682, -0.3646, -0.3962, 0.2223

=====

The following is a DFT calculation (wB97M-V/def2-TZVPD) of C2H2N4O in the gas phase at a distorted geometry.

The geometry in XYZ format:
```
9
C2H2N4O wB97M-V/def2-TZVPD
C 1.113 -0.694 0.044
C 0.745 0.743 0.023
N 0.144 -1.463 0.054
N -0.468 1.098 0.134
N -0.847 -1.959 0.052
N -1.629 0.853 -0.349
O -2.676 0.805 0.238
H 2.046 -0.925 -0.276
H 1.573 1.542 0.080
```

* total energy: -371.476272 Ha
* orbital gap (alpha / beta): 8.34 / 8.34 eV
* energy relative to the best compared isomer or geometry (same formula, charge and spin): 378.30 kJ/mol
* maximum force: 5.34 eV Å⁻¹

Results of the natural (NBO) charge analysis, in e, for atoms 1 through 8: -0.3256, 0.0956, 0.0917, -0.2671, 0.0731, 0.2304, -0.3537, 0.2387

=====

Repeat the sixth record exactly.
The following is a DFT calculation (wB97M-V/def2-TZVPD) of a molecular structure, C37H39BF6O4 at a distorted geometry.

The geometry in XYZ format:
```
87
C37H39BF6O4 wB97M-V/def2-TZVPD
C -5.414 1.191 -3.817
O -5.194 -0.240 -3.793
C -4.029 -0.710 -3.275
C -3.793 -2.094 -3.418
C -2.644 -2.652 -2.882
C -1.725 -1.854 -2.190
C -0.464 -2.442 -1.616
C 0.697 -2.062 -2.482
C 1.852 -2.868 -2.436
C 3.043 -2.422 -2.961
C 3.116 -1.166 -3.600
O 4.359 -0.636 -3.790
C 4.541 0.589 -4.544
C 1.915 -0.516 -3.946
C 0.729 -0.957 -3.372
C -1.957 -0.477 -2.066
C -3.111 0.115 -2.591
H -6.267 1.300 -4.492
H -5.658 1.553 -2.804
H -4.533 1.727 -4.201
H -4.528 -2.707 -3.923
H -2.437 -3.712 -3.011
H -0.509 -3.546 -1.450
H 1.797 -3.869 -1.992
H 3.963 -2.989 -2.867
H 5.624 0.671 -4.634
H 4.103 0.548 -5.554
H 4.143 1.450 -3.988
H 1.939 0.363 -4.590
H -0.164 -0.394 -3.646
H -1.198 0.159 -1.586
H -3.289 1.179 -2.466
C 3.687 1.528 1.829
C 2.252 1.843 1.493
C 1.906 3.283 1.948
C 1.770 1.450 0.017
C 1.916 2.503 -1.056
C 2.403 0.139 -0.458
O 0.333 1.264 0.174
B 0.221 1.157 1.551
C -1.109 1.338 2.293
C -1.008 1.338 3.687
C -1.953 2.018 4.407
C -1.604 2.344 5.833
F -1.223 3.658 5.959
F -2.645 2.136 6.688
F -0.547 1.584 6.274
C -3.126 2.486 3.784
C -3.326 2.172 2.431
C -4.559 2.603 1.678
F -5.198 1.505 1.144
F -5.455 3.285 2.439
F -4.225 3.419 0.615
C -2.353 1.537 1.690
C -0.316 -2.431 0.317
C -1.685 -2.129 0.878
C 0.702 -2.876 1.376
C 1.948 -3.429 1.019
C 2.911 -3.761 1.981
C 2.680 -3.484 3.338
C 1.561 -2.734 3.688
C 0.572 -2.439 2.740
O 1.399 0.987 2.291
H 4.358 2.159 1.248
H 3.882 1.713 2.885
H 3.937 0.485 1.622
H 2.648 4.017 1.625
H 0.911 3.605 1.605
H 1.860 3.291 3.047
H 2.947 2.852 -1.142
H 1.607 2.080 -2.023
H 1.261 3.349 -0.837
H 3.474 0.260 -0.637
H 2.236 -0.671 0.259
H 1.954 -0.169 -1.412
H -0.124 0.928 4.159
H -3.871 3.026 4.331
H -2.520 1.286 0.641
H 0.139 -1.407 0.040
H -1.949 -1.244 0.283
H -2.456 -2.906 0.826
H -1.693 -1.765 1.897
H 2.185 -3.479 -0.039
H 3.824 -4.273 1.690
H 3.377 -3.833 4.121
H 1.395 -2.400 4.724
H -0.215 -1.728 3.022
```

* total energy: -2358.322436 Ha
* orbital gap: 7.65 eV
* energy relative to the best compared isomer or geometry (same formula, charge and spin): 8.08 kJ/mol
* maximum force: 4.78 eV Å⁻¹

Results of the Mulliken charge analysis, in e, for atoms 1 through 8: -0.7156, -0.4884, 0.5291, -0.9446, -0.5073, 0.0783, -0.9847, 0.3737

=====

- What is the maximum force in the eighth record?
  5.34 eV Å⁻¹

=====

- Among the records above, which one has the highest total energy?
  C6H10O

=====

- Among the records above, which one has the highest maximum force?
  C20H64BN4O12YZr